ORCA calculation (wB97M-V/def2-TZVPD) on 2 unconnected molecules or ions with the total composition C6H12BrN.

Output
- Molecular weight: 178.073 g mol⁻¹
- ΔE to the lowest compared entry with this formula, charge and spin: 2.3054 eV
- Calculated total energy: -77945.820 eV
- Strongest force on any atom: 5.6 eV/A
- Orbital gap: 9.0 eV

ORCA input file:
```
! wB97M-V def2-TZVPD RIJCOSX def2/J DEFGRID3
* xyz 0 1
C 0.15 0.82 -0.14
C -2.77 1.11 0.11
C 1.75 -0.77 -1.78
C 1.51 -1.64 0.68
C -1.76 0.95 1.24
C 1.76 -0.47 -0.34
N -0.49 0.47 0.83
Br 3.13 0.68 0.50
H 0.10 1.58 -0.87
H -2.32 0.66 -0.79
H -3.61 0.56 0.47
H -3.09 2.12 -0.07
H 2.75 -1.13 -2.06
H 1.38 0.02 -2.42
H 1.16 -1.66 -1.74
H 1.49 -1.35 1.73
H 2.27 -2.44 0.53
H 0.38 -1.84 0.54
H -2.09 0.27 2.06
H -1.72 2.06 1.54
*
```

natural (NBO) population analysis, charges in e, atoms 1 to 2: C 0.185; C -0.622